Version a
Entry from the OMol25 dataset: one molecule with the formula C18H22N2O4 (wB97M-V/def2-TZVPD).

Calculated values
- gap between HOMO and LUMO (eV) = 9.3761
- multiplicity = 1

Positions of all 46 atoms, in Å:
O1 -3.8247 -1.5270 -0.1279
O2 -2.3963 3.0172 0.1197
O3 3.7478 1.7937 -0.7742
O4 4.3379 -2.4717 0.7622
N1 -2.3981 0.8247 0.6539
N2 4.4118 -1.5680 1.7693
C1 -0.3391 1.8386 -0.0489
C2 -4.7899 -2.4112 0.4019
C3 0.2439 0.6817 -0.5501
C4 4.5236 0.8530 2.0585
C5 4.3258 -1.8276 -0.4155
C6 -5.9319 -0.4043 -0.1107
C7 -1.7985 1.9620 0.2260
C8 4.4497 -0.3770 1.2353
C9 4.4362 0.6324 -1.1874
C10 1.8192 2.9060 -0.0801
C11 0.4666 2.9567 0.1638
C12 4.3986 -0.4783 -0.1871
C13 -3.8254 0.7135 0.8087
C14 2.4052 1.7346 -0.5670
C15 -6.1255 -1.9210 -0.1528
C16 4.2593 -2.6322 -1.6608
C17 1.6018 0.6259 -0.8116
C18 -4.4083 -0.2323 -0.2528
H1 -0.3585 -0.1876 -0.7737
H2 5.2753 1.5295 1.6574
H3 5.4688 0.9728 -1.3281
H4 5.2330 -2.6573 -2.1489
H5 3.5636 1.3685 2.0432
H6 -4.1278 0.1428 -1.2447
H7 -6.9732 -2.2593 0.4377
H8 2.0195 -0.2870 -1.2051
H9 -4.7887 -2.3676 1.5013
H10 4.0581 0.2762 -2.1560
H11 -6.2602 -0.0044 0.8494
H12 4.7675 0.5885 3.0830
H13 3.9645 -3.6488 -1.4156
H14 -4.5226 -3.4203 0.0858
H15 -6.2460 -2.2623 -1.1811
H16 -1.8905 -0.0457 0.6592
H17 0.0049 3.8614 0.5285
H18 2.4528 3.7619 0.0915
H19 -4.0551 0.3279 1.8081
H20 -4.2446 1.7154 0.6948
H21 -6.4717 0.1093 -0.9022
H22 3.5409 -2.2034 -2.3571



Version b
Entry from the OMol25 dataset: one molecule with the formula C18H22N2O4 (wB97M-V/def2-TZVPD).

Calculated values
- gap between HOMO and LUMO (eV) = 9.0995
- multiplicity = 1

Positions of all 46 atoms, in Å:
O1 3.4820 0.4227 -0.0524
O2 1.5661 2.5249 -0.5193
O3 -2.3446 -1.9283 -0.7615
O4 2.6530 -2.0589 0.2072
N1 -6.3658 -0.9795 -0.5986
N2 -2.9177 0.1863 -0.1278
C1 1.8141 -3.6560 1.8621
C2 2.3152 3.1221 0.5337
C3 -6.3977 1.2501 0.2314
C4 -7.0280 0.0946 -0.2068
C5 1.2021 1.2113 -0.3463
C6 4.1018 -0.3137 -2.3026
C7 4.0994 0.8106 -1.2743
C8 -5.0161 1.2729 0.2568
C9 -5.0485 -0.9664 -0.5769
C10 2.3119 -3.4118 0.4410
C11 -0.5960 -0.3930 -0.3157
C12 0.3209 -1.4121 -0.0725
C13 1.6771 -1.1410 0.0198
C14 1.4739 3.3071 1.7917
C15 -0.1538 0.9138 -0.4504
C16 -2.0256 -0.8037 -0.4378
C17 2.1284 0.1866 -0.1340
C18 -4.3085 0.1431 -0.1548
H1 -2.5284 1.0627 0.1921
H2 1.1679 2.3391 2.1844
H3 1.5782 -3.7592 -0.2960
H4 3.2479 -3.9537 0.2790
H5 -0.0680 -2.4140 0.0099
H6 4.6822 -0.0149 -3.1712
H7 -8.1063 0.0231 -0.2473
H8 -4.5545 -1.8678 -0.9049
H9 0.8866 -3.1205 2.0485
H10 2.0568 3.8244 2.5484
H11 -6.9701 2.1098 0.5442
H12 0.5846 3.8924 1.5687
H13 4.5384 -1.2095 -1.8686
H14 -4.4835 2.1543 0.5905
H15 -0.8172 1.7348 -0.6767
H16 5.1218 1.0704 -0.9887
H17 2.6212 4.0907 0.1307
H18 3.6061 1.6988 -1.6894
H19 1.6422 -4.7184 2.0104
H20 3.2059 2.5307 0.7666
H21 2.5592 -3.3144 2.5762
H22 3.0855 -0.5405 -2.6190



Version c
Entry from the OMol25 dataset: a 2-piece molecular cluster, C18H22N2O4 overall (wB97M-V/def2-TZVPD).

Calculated values
- gap between HOMO and LUMO (eV) = 9.1132
- multiplicity = 1

Positions of all 46 atoms, in Å:
O1 -2.7796 -1.7667 -0.5700
O2 1.9243 -1.3284 2.3288
O3 3.4582 3.2360 1.0091
O4 1.4790 0.9321 -3.5638
N1 2.1054 3.7115 -0.7179
N2 1.8369 0.9687 -1.3880
C1 2.4864 1.3378 -0.1192
C2 0.7735 -1.4083 1.5993
C3 -3.8161 -2.8736 1.3756
C4 3.6512 1.6399 -2.9554
C5 -5.1384 -2.0093 -0.4477
C6 -6.2260 -3.0952 1.4232
C7 0.6417 -2.3953 0.6221
C8 -1.4566 -0.6154 1.0818
C9 -1.6061 -1.6267 0.1236
C10 -0.5434 -2.5038 -0.1172
C11 2.2482 1.1535 -2.6437
C12 -6.3065 -2.4461 0.1883
C13 -3.8803 -2.2066 0.1341
C14 2.2222 5.1652 -0.6257
C15 -0.2723 -0.5086 1.8213
C16 2.7332 2.8504 0.0962
C17 3.7060 0.4431 0.1556
C18 -4.9799 -3.3107 2.0166
H1 -5.1976 -1.5115 -1.4103
H2 -7.2730 -2.2850 -0.2808
H3 -4.9148 -3.8250 2.9711
H4 3.9097 2.5089 -2.3576
H5 4.5454 0.7259 -0.4762
H6 1.5288 5.6444 -1.3181
H7 4.0116 0.5610 1.1961
H8 0.9230 0.5463 -1.3167
H9 -7.1305 -3.4380 1.9168
H10 3.4515 -0.6032 -0.0167
H11 4.3555 0.8337 -2.7637
H12 -2.2804 0.0700 1.2571
H13 1.7615 1.0819 0.6516
H14 3.7016 1.9063 -4.0101
H15 -2.8603 -3.0724 1.8494
H16 1.9933 5.4897 0.3917
H17 -0.1807 0.2680 2.5732
H18 1.4632 -3.0830 0.4474
H19 1.8308 -0.6798 3.0447
H20 -0.6547 -3.2781 -0.8702
H21 3.2426 5.4702 -0.8669
H22 1.5125 3.3263 -1.4387



Version d
Entry from the OMol25 dataset: one molecule with the formula C18H22N2O4 (wB97M-V/def2-TZVPD).

Calculated values
- gap between HOMO and LUMO (eV) = 9.0316
- multiplicity = 1

Positions of all 46 atoms, in Å:
O1 -1.8873 1.5028 -0.2236
O2 4.2351 2.1008 -0.0516
O3 0.7249 1.9715 0.2037
O4 -2.0885 -0.8452 -1.2524
N1 2.6592 -2.3708 0.3741
N2 2.9913 0.2861 -0.5373
C1 -2.1424 -2.1069 -1.8681
C2 1.8331 3.7918 -0.4325
C3 4.1330 -0.5958 -0.4249
C4 -1.5686 2.6705 0.5034
C5 -3.1717 -0.4291 -0.5352
C6 1.9288 2.4470 -0.1822
C7 3.1371 1.5973 -0.2422
C8 -4.3318 -1.1569 -0.3382
C9 2.4286 -3.4294 1.3311
C10 -5.3672 -0.6366 0.4282
C11 1.5268 -1.4662 0.2789
C12 -3.0552 0.8538 0.0441
C13 -4.0924 1.3573 0.8075
C14 0.4817 4.1399 -0.2186
C15 -5.2483 0.6107 0.9996
C16 3.8704 -1.6260 0.6732
C17 -0.1474 2.9924 0.1728
C18 1.7854 -0.4502 -0.8334
H1 -1.1889 -2.2243 -2.3811
H2 2.2862 -3.0548 2.3573
H3 0.9248 0.2023 -0.9497
H4 2.6321 4.4316 -0.7440
H5 -2.2593 -2.9111 -1.1333
H6 4.2850 -1.1093 -1.3796
H7 1.5392 -3.9857 1.0383
H8 -6.0494 1.0180 1.5968
H9 0.6327 -2.0453 0.0399
H10 -6.2636 -1.2201 0.5719
H11 3.7965 -1.1053 1.6456
H12 -4.4428 -2.1375 -0.7728
H13 0.0389 5.1077 -0.3342
H14 1.9493 -0.9949 -1.7710
H15 4.7066 -2.3273 0.7207
H16 5.0093 0.0091 -0.1885
H17 1.3496 -0.9274 1.2271
H18 -2.2110 3.5143 0.2174
H19 3.2812 -4.1069 1.3246
H20 -2.9553 -2.1654 -2.5994
H21 -4.0157 2.3364 1.2537
H22 -1.6800 2.4873 1.5838



Relative stability in hartree, measured from the most stable structure: version a 0.0484; version b 0.0369; version c 0.0000; version d 0.0640



Version a
Entry from the OMol25 dataset: a 2-piece molecular cluster, C5H11NO3 overall (wB97M-V/def2-TZVPD).

Calculated values
- gap between HOMO and LUMO (eV) = 10.3064
- multiplicity = 1

Positions of all 20 atoms, in Å:
O1 2.3248 -1.7064 -0.6175
O2 -3.0542 -0.7631 1.0574
O3 -1.8194 2.5807 -0.9616
N1 0.2472 -1.8068 0.2036
C1 1.4012 -1.1067 -0.1002
C2 -0.7322 -1.4858 1.2424
C3 1.5056 1.2163 -1.0440
C4 1.4498 0.3720 0.2472
C5 -1.9582 -0.8638 0.5741
H1 2.4468 1.6360 -1.3676
H2 0.0943 -2.6568 -0.2947
H3 -0.9746 2.4741 -0.5000
H4 0.5555 0.6597 0.7902
H5 1.0786 0.5833 -1.8197
H6 -0.3350 -0.6981 1.8776
H7 -2.4284 1.8804 -0.7556
H8 -1.0397 -2.3982 1.7434
H9 2.1870 0.3842 1.0610
H10 0.8378 2.0642 -0.9365
H11 -1.7869 -0.3652 -0.3995



Version b
Entry from the OMol25 dataset: one molecule with the formula C5H11NO3 (wB97M-V/def2-TZVPD).

Calculated values
- gap between HOMO and LUMO (eV) = 9.3773
- multiplicity = 1

Positions of all 20 atoms, in Å:
O1 0.6221 -1.1855 -1.6853
O2 2.6122 0.1253 -0.7301
O3 -2.5157 -1.1444 0.1940
N1 -0.3007 1.7716 -0.1089
C1 -1.8909 0.0687 0.5383
C2 1.6656 -0.1848 0.1881
C3 1.8570 0.0051 1.4876
C4 0.3561 -0.6997 -0.3762
C5 -0.7391 0.4277 -0.4134
H1 -1.5018 -0.0705 1.5495
H2 2.3129 -0.2303 -1.5814
H3 2.7869 0.3976 1.8538
H4 0.4498 2.0525 -0.7307
H5 1.0954 -0.2391 2.2031
H6 -0.1171 -1.7292 -1.9684
H7 -3.0037 -1.0187 -0.6272
H8 0.0591 1.8196 0.8389
H9 -0.0122 -1.5159 0.2566
H10 -1.1301 0.4509 -1.4412
H11 -2.6060 0.8993 0.5529



Version c
Entry from the OMol25 dataset: one molecule with the formula C5H11NO3 (wB97M-V/def2-TZVPD).

Calculated values
- gap between HOMO and LUMO (eV) = 10.3225
- multiplicity = 1

Positions of all 20 atoms, in Å:
O1 1.1098 0.4876 -1.4149
O2 -2.0535 -1.0772 -1.1109
O3 -1.3569 1.0322 -1.7367
N1 0.6680 -1.7646 -1.0983
C1 0.3011 -0.4323 -0.6957
C2 1.3983 0.6214 1.3494
C3 -1.2444 -0.1485 -1.0357
C4 0.2496 -0.1742 0.7790
C5 -1.2782 0.6741 1.1368
H1 -0.4601 1.2861 -2.0419
H2 0.0632 -2.0314 -1.8789
H3 0.4788 -2.4546 -0.3737
H4 1.7980 -0.0821 -1.7989
H5 -1.6995 0.0780 1.9500
H6 -2.1971 0.9808 0.6336
H7 1.4250 1.6209 0.9052
H8 -0.9013 1.6234 1.5249
H9 2.3395 0.1073 1.1245
H10 0.0501 -1.0824 1.3507
H11 1.3095 0.7355 2.4317



Relative stability in hartree, measured from the most stable structure: version a 0.0000; version b 0.0079; version c 0.0242